19
Properties=species:S:1:pos:R:3:nbo_charge:R:1 method="wB97M-V/def2-TZVPD" largest_force_ev_per_a=1.90 gap_ha=0.3967 e_above_lowest_kj_mol=108.14 smiles=OCCCO.O.O homo_ev=-10.00
O 2.125 0.897 1.222 -0.723
C 0.858 0.367 0.778 -0.067
C 0.809 -1.133 0.833 -0.451
C -0.154 -1.671 -0.228 -0.050
O -0.317 -3.069 -0.221 -0.727
H 2.757 0.170 1.231 0.460
H 0.670 0.796 -0.205 0.159
H 0.186 0.938 1.403 0.181
H 0.483 -1.473 1.813 0.217
H 1.818 -1.543 0.628 0.193
H 0.183 -1.343 -1.204 0.164
H -1.123 -1.221 -0.026 0.169
H 0.033 -3.491 -1.006 0.475
O -4.570 1.010 0.591 -0.938
H -5.083 1.637 0.064 0.469
H -4.841 1.187 1.509 0.469
O 2.067 2.270 -2.516 -0.936
H 2.727 2.958 -2.650 0.468
H 1.373 2.714 -2.017 0.468


18
Properties=species:S:1:pos:R:3:nbo_charge:R:1 method="wB97M-V/def2-TZVPD" largest_force_ev_per_a=4.99 gap_ha=0.3259 e_above_lowest_kj_mol=334.12 charge=+1 homo_ev=-12.33
C -0.832 1.076 0.492 0.021
C 0.256 1.820 0.496 -0.503
C 0.647 -0.332 -0.751 -0.163
C -2.147 -0.162 -1.075 -0.379
C 2.010 -0.532 0.047 0.605
N -0.847 -0.106 -0.227 -0.406
N 1.978 -0.546 1.408 -0.770
O 2.947 -1.030 -0.629 -0.626
S 1.405 1.439 -0.773 0.386
H -1.620 1.336 1.096 0.235
H 0.275 2.778 0.945 0.266
H 0.636 -0.776 -1.811 0.284
H -1.924 -0.143 -2.071 0.208
H -2.595 -1.111 -1.007 0.231
H -2.583 0.737 -0.857 0.218
H 1.155 -0.062 1.718 0.428
H 2.863 -0.530 1.943 0.426
H 3.819 -1.225 -0.331 0.540


79
Properties=species:S:1:pos:R:3:mulliken_charge:R:1 method="wB97M-V/def2-TZVPD" largest_force_ev_per_a=0.99 gap_ha=0.2907 charge=+1 homo_ev=-12.55
C -0.321 -2.162 -5.132 -1.279
C 0.600 -1.854 -3.935 -0.212
C 0.375 -2.820 -2.754 -1.579
C 0.449 -2.144 -1.377 1.012
C -0.352 -2.934 -0.315 -1.843
C 1.846 -1.841 -0.898 -0.503
C 2.074 -0.839 0.032 -0.303
C 3.381 -0.593 0.457 -0.809
N 4.427 -1.258 0.019 -0.805
N 4.185 -2.193 -0.874 0.691
C 5.411 -2.877 -1.419 -0.748
N 6.076 -2.098 -2.428 -0.270
C 7.070 -1.112 -1.931 -0.698
C 2.984 -2.521 -1.340 0.292
H -1.152 -1.466 -5.167 0.300
H -0.726 -3.167 -5.069 0.378
H 0.226 -2.101 -6.066 0.356
H 1.625 -1.955 -4.290 0.192
H 0.473 -0.822 -3.620 0.382
H -0.615 -3.256 -2.835 0.606
H 1.083 -3.640 -2.839 0.486
H -0.030 -1.174 -1.491 0.560
H -1.355 -2.519 -0.278 0.477
H -0.457 -3.969 -0.623 0.456
H 0.072 -2.881 0.683 0.448
H 1.255 -0.250 0.415 0.721
H 3.547 0.184 1.185 0.596
H 5.081 -3.821 -1.838 0.298
H 6.049 -3.049 -0.562 0.434
H 5.375 -1.593 -2.953 0.284
H 7.183 -1.181 -0.855 0.277
H 6.738 -0.098 -2.145 0.262
H 8.024 -1.249 -2.424 0.284
H 2.925 -3.310 -2.068 0.272
C -6.118 1.555 0.163 -1.098
C -5.887 0.549 -0.944 -0.212
O -4.921 -0.450 -0.566 -0.314
C -5.380 -1.406 0.239 0.703
O -6.506 -1.529 0.635 -0.568
O -4.359 -2.220 0.532 -0.150
C -4.689 -3.256 1.463 -0.805
H -5.173 2.004 0.475 0.264
H -6.783 2.346 -0.182 0.383
H -6.570 1.084 1.034 0.313
H -5.460 1.037 -1.818 0.300
H -6.814 0.064 -1.248 0.324
H -5.554 -3.826 1.133 0.353
H -4.878 -2.828 2.446 0.339
H -3.826 -3.914 1.520 0.207
C -2.511 -0.876 3.068 -0.740
C -1.770 0.424 3.296 -0.293
O -2.562 1.375 4.010 -0.394
C -2.642 1.167 5.328 0.756
O -2.072 0.300 5.937 -0.555
O -3.413 2.115 5.848 -0.348
C -3.612 2.009 7.263 -0.641
H -3.464 -0.687 2.574 0.190
H -1.922 -1.550 2.443 0.157
H -2.720 -1.379 4.011 0.371
H -1.547 0.902 2.342 0.287
H -0.827 0.261 3.820 0.350
H -2.661 1.961 7.787 0.301
H -4.210 1.129 7.493 0.298
H -4.150 2.904 7.561 0.226
C 4.046 2.754 -1.181 -1.083
C 2.708 2.850 -0.475 0.056
O 2.509 4.127 0.124 -0.429
C 2.156 5.099 -0.730 0.736
O 1.953 4.949 -1.906 -0.552
O 2.019 6.221 -0.041 -0.350
C 1.660 7.366 -0.827 -0.635
H 4.856 3.013 -0.497 0.338
H 4.210 1.739 -1.552 0.195
H 4.090 3.437 -2.027 0.410
H 2.670 2.143 0.352 0.136
H 1.882 2.622 -1.152 0.320
H 0.767 7.168 -1.414 0.304
H 2.484 7.643 -1.481 0.300
H 1.467 8.168 -0.123 0.228


11
Properties=species:S:1:pos:R:3:nbo_charge:R:1 method="wB97M-V/def2-TZVPD" largest_force_ev_per_a=3.01 gap_ha="0.2844 / 0.2844" e_above_lowest_kj_mol=376.95 homo_ev="-8.91 / -8.91"
C -1.363 0.603 0.174 -0.449
C -3.585 -0.174 -0.792 -0.071
C -1.760 1.845 0.152 0.768
C -2.270 -0.494 -0.136 0.415
C 0.023 0.100 0.493 -0.583
O -2.183 2.902 0.110 -0.406
O -1.984 -1.657 0.171 -0.558
Cl -4.884 0.295 0.015 0.189
H 0.456 0.788 1.125 0.211
H 0.533 0.054 -0.419 0.218
H -0.090 -0.951 0.994 0.264


17
Properties=species:S:1:pos:R:3:lowdin_spin:R:1 method="wB97M-V/def2-TZVPD" largest_force_ev_per_a=2.93 gap_ha="0.2944 / 0.2018" e_above_lowest_kj_mol=201.92 charge=-1 homo_ev="-3.95 / -3.89" s_squared=0.76 multiplicity=2
C 0.077 -0.596 1.070 0.047
N -1.029 0.388 1.014 0.395
C -0.844 1.240 -0.115 0.036
O -2.248 -1.543 -0.238 0.437
H -0.020 -1.288 1.920 0.003
H -0.032 -1.264 0.141 0.026
H 1.077 -0.081 1.135 0.006
H -1.921 -0.123 0.790 0.004
H 0.077 1.110 -0.697 0.001
H -0.917 2.346 0.189 0.018
H -1.548 0.963 -0.925 0.012
H 1.992 -0.063 -0.771 0.000
H 2.131 -1.408 -1.682 0.000
O 1.504 -0.717 -1.409 0.006
H -3.205 -1.731 -0.271 0.003
H 2.910 1.559 -0.165 0.000
O 1.998 1.209 0.014 0.005


111
Properties=species:S:1:pos:R:3:mulliken_charge:R:1 method="wB97M-V/def2-TZVPD" largest_force_ev_per_a=3.37 gap_ha=0.2022 e_above_lowest_kj_mol=0.00 charge=+1 homo_ev=-9.91
C 5.047 -2.062 1.802 -0.831
O 5.629 -0.860 2.238 -0.446
C 4.705 0.128 2.604 0.473
C 3.323 0.007 2.495 -0.524
C 2.466 1.012 2.914 -0.659
C 0.977 0.831 2.823 -1.380
C 0.347 0.228 4.079 0.249
C 0.898 -1.161 4.359 0.224
O 2.047 -1.454 4.613 -0.674
N -0.159 -2.036 4.259 0.314
C 0.049 -3.460 4.447 -1.015
C -1.485 -1.386 4.035 0.268
C -2.089 -1.898 2.730 -1.564
C -2.367 -1.667 5.248 -1.578
N -1.136 0.075 3.943 0.537
C -2.016 1.104 3.772 -0.055
C -3.374 0.928 3.630 1.186
C -4.297 1.932 3.429 -0.969
C -5.693 1.690 3.295 0.909
C -6.576 2.757 3.042 -0.492
C -7.927 2.540 2.909 -0.701
C -8.444 1.259 3.025 -0.392
C -7.599 0.193 3.275 -0.599
C -6.247 0.397 3.407 -0.229
C 3.004 2.164 3.463 -0.601
C 4.380 2.336 3.593 0.489
O 5.003 3.449 4.172 -0.431
C 4.131 4.497 4.515 -0.873
C 5.235 1.312 3.146 1.265
O 6.630 1.459 3.276 -0.564
C 7.069 0.981 4.518 -0.626
H 5.844 -2.777 1.595 0.257
H 4.399 -2.458 2.585 0.336
H 4.480 -1.881 0.888 0.326
H 2.898 -0.908 2.125 0.432
H 0.506 1.790 2.580 0.609
H 0.748 0.169 1.983 0.444
H 0.547 0.873 4.943 0.346
H 1.117 -3.653 4.552 0.363
H -0.461 -3.798 5.347 0.327
H -0.329 -4.016 3.591 0.346
H -1.383 -1.773 1.912 0.389
H -2.329 -2.957 2.808 0.244
H -2.999 -1.370 2.456 0.509
H -1.843 -1.376 6.157 0.420
H -3.306 -1.121 5.222 0.345
H -2.593 -2.730 5.314 0.410
H -1.619 2.101 3.744 0.507
H -3.751 -0.073 3.666 -1.081
H -3.943 2.945 3.363 0.434
H -6.179 3.753 2.950 0.404
H -8.589 3.368 2.713 0.392
H -9.505 1.093 2.923 0.403
H -8.002 -0.803 3.368 0.469
H -5.616 -0.450 3.605 0.459
H 2.334 2.928 3.808 0.491
H 4.730 5.326 4.894 0.250
H 3.583 4.825 3.632 0.348
H 3.444 4.163 5.294 0.335
H 8.154 1.095 4.578 0.274
H 6.586 1.560 5.308 0.237
H 6.797 -0.074 4.605 0.228
O -4.840 -4.199 3.395 -0.598
C -5.075 -5.228 2.782 0.256
C -5.244 -6.520 3.504 -0.369
C -6.491 -6.860 4.015 -0.099
C -6.714 -8.114 4.538 -0.688
C -5.694 -9.044 4.566 -0.366
C -4.444 -8.710 4.084 -0.764
C -4.216 -7.456 3.559 -0.029
N -5.228 -5.269 1.386 0.340
C -5.436 -6.598 0.764 -0.470
C -5.951 -6.543 -0.665 -0.991
N -5.236 -5.513 -1.430 0.050
C -5.205 -5.626 -2.896 -0.916
C -4.294 -4.565 -3.490 -0.520
N -4.665 -3.224 -2.995 0.230
C -4.749 -2.154 -3.901 0.365
O -5.197 -1.065 -3.587 -0.623
C -4.239 -2.399 -5.276 -0.203
C -5.095 -2.539 -6.363 -0.216
C -4.593 -2.886 -7.599 -0.661
C -3.236 -3.090 -7.768 -0.381
C -2.379 -2.933 -6.697 -0.685
C -2.875 -2.587 -5.461 0.157
C -4.929 -3.100 -1.604 0.491
C -5.017 -1.876 -0.956 -1.151
N -5.138 -1.709 0.352 -0.404
C -5.168 -2.823 1.067 -0.859
C -5.156 -4.114 0.558 -0.124
C -5.067 -4.256 -0.829 0.349
H -7.287 -6.137 3.964 0.451
H -7.689 -8.372 4.917 0.412
H -5.875 -10.031 4.962 0.408
H -3.648 -9.436 4.110 0.410
H -3.249 -7.199 3.161 0.521
H -4.482 -7.130 0.792 0.354
H -6.130 -7.171 1.387 0.367
H -5.844 -7.510 -1.170 0.421
H -7.017 -6.293 -0.675 0.336
H -4.883 -6.637 -3.173 0.403
H -6.226 -5.492 -3.269 0.356
H -3.254 -4.761 -3.210 0.208
H -4.336 -4.589 -4.583 0.443
H -6.153 -2.397 -6.222 0.462
H -5.259 -3.005 -8.439 0.401
H -2.846 -3.371 -8.733 0.404
H -1.320 -3.087 -6.825 0.408
H -2.219 -2.484 -4.614 0.448
H -5.024 -0.992 -1.572 0.687
H -5.216 -2.716 2.138 1.016